Record 1
The following is a DFT calculation (ωB97M-V with the def2-TZVPD basis set) of a structure of composition C10H26F2MnN2O3 in a non-equilibrium geometry.

The geometry in ORCA input format:
```
! RIJCOSX wB97M-V def2-TZVPD def2/J DEFGRID3
* xyz -1 7
C -1.145 -3.005 0.042
H -2.837 -1.772 1.553
C 0.388 3.289 2.444
H -0.110 2.893 -0.312
F 2.731 -0.081 -0.326
H 1.785 1.975 1.461
C 0.766 1.934 1.846
C 1.141 5.569 2.630
H -0.853 -3.520 0.957
H -0.649 3.587 2.287
H -1.020 1.331 0.931
H 1.115 1.997 -0.938
H -0.823 -5.320 -1.507
H 0.648 -1.427 -3.229
H 1.299 5.469 3.703
C -0.179 -3.257 -1.141
C 0.097 -0.492 -3.124
H -3.125 -1.561 -0.174
O -1.169 -1.644 0.353
C -0.658 1.101 -1.606
H -1.746 1.152 -1.574
H -0.574 1.753 -2.476
H 0.694 -4.876 -2.279
H 1.985 6.147 2.253
C -2.493 -1.253 0.659
C 0.120 -4.793 -1.356
H 1.545 -2.692 -1.847
H 0.797 1.151 2.604
C 0.107 1.852 -0.550
H 0.794 -5.120 -0.565
H -2.528 -0.214 0.986
H -2.096 -3.353 -0.361
H 0.589 0.252 -3.751
F 1.636 -1.626 2.028
H 1.716 -3.234 -0.437
H -0.885 -0.678 -3.560
O 1.175 4.349 1.952
O -0.063 -0.235 -1.755
H -0.760 -2.811 -1.948
H 0.528 3.277 3.525
H 0.205 6.118 2.523
N 1.100 -2.615 -0.944
Mn 0.779 -0.824 0.233
N -0.028 1.209 0.788
*
```

The calculation puts the frontier orbital gap (alpha / beta) at 2.31 / 8.91 eV. The lowest unoccupied orbital energy (alpha / beta) comes out at 2.796 / 2.878 eV. As for the HOMO energy (alpha / beta): 0.488 / -6.035 eV. The energy is -2082.49936 Ha. The largest force on an atom is 3.9 eV Å⁻¹.

Computed Mulliken charges, given in elementary charges: C -1.15; H 0.15; C -0.96; H 0.75; F -0.84; H 0.41; C -0.89; C -0.82; H -0.04; H 0.49; H 0.04; H 0.26; H 0.60; H -0.06; H 0.31; C 0.44; C -2.47; H 0.97; O 2.35; C -2.00; H 0.02; H 0.40; H 0.33; H 0.24; C -3.94; C -1.62; H 0.25; H 0.51; C -0.47; H 0.39; H 0.30; H 0.69; H 0.39; F -0.85; H 0.34; H 0.72; O -0.22; O 1.76; H 0.18; H 0.42; H 0.31; N -0.14; Mn 0.98; N 0.49

=====

Record 2
The following is a DFT calculation (ωB97M-V with the def2-TZVPD basis set) of a structure of composition C10H26N3O10PSn in a non-equilibrium geometry.

The geometry in ORCA input format:
```
! RIJCOSX wB97M-V def2-TZVPD def2/J DEFGRID3
* xyz -1 2
C 0.909 -3.084 3.077
C 1.857 -1.226 -0.035
H -1.577 1.257 -4.703
C 5.098 2.731 0.235
H -2.845 0.140 -5.201
H -1.749 -1.589 -3.799
O -1.624 1.645 4.940
H -0.550 -0.820 -2.921
C -1.606 -1.081 -2.845
H 1.142 -1.655 -0.737
O -0.081 2.282 3.591
P -3.973 2.285 1.018
C -2.519 0.801 -4.397
H -1.348 -3.576 -2.668
N -0.828 1.372 4.044
H -3.004 -3.114 -2.349
H -2.054 -3.794 -1.056
C 2.021 0.900 1.313
O -1.733 -1.797 -1.586
H -2.915 1.335 -1.463
H 5.797 1.953 0.542
H 1.893 0.448 2.296
N 1.299 0.111 0.194
O -5.379 2.177 1.693
O -2.938 2.017 2.117
C -2.002 -3.130 -1.919
H -3.523 -0.109 -2.775
O -3.799 1.336 -0.205
H 5.368 3.225 -0.698
H 1.699 0.532 -0.633
H 2.619 -3.056 0.944
H -0.035 -3.451 3.479
H 3.965 1.239 1.958
H 2.520 -1.608 1.991
H 2.877 -1.244 -0.419
H -2.261 2.057 -2.642
N -2.139 1.214 -2.099
O -3.816 3.769 0.599
H 3.847 0.283 0.508
H 1.526 -3.979 3.002
Sn -1.560 -0.172 0.904
H 1.353 -2.464 3.856
H 5.035 3.423 1.074
H 1.340 1.743 1.425
C -2.488 0.133 -3.016
C 2.007 -2.204 1.236
O -0.720 0.152 3.730
H -3.124 1.707 -4.415
C 3.486 1.197 0.980
O 3.750 2.284 0.071
O 0.780 -2.594 1.760
*
```

The calculation puts the frontier orbital gap (alpha / beta) at 6.63 / 6.27 eV. The lowest unoccupied orbital energy (alpha / beta) comes out at 1.377 / 1.372 eV. As for the HOMO energy (alpha / beta): -5.255 / -4.902 eV. The energy is -1868.75686 Ha. The largest force on an atom is 3.3 eV Å⁻¹.

Computed Mulliken charges, given in elementary charges: C -0.90; C -0.78; H 0.41; C -0.76; H 0.41; H 0.42; O -0.64; H 0.21; C -0.94; H 0.22; O -0.60; P 0.58; C -1.74; H 0.35; N 0.99; H 0.36; H 0.26; C -0.68; O 0.04; H 0.29; H 0.32; H 0.41; N -0.12; O -0.59; O -0.42; C -1.05; H 0.14; O -0.63; H 0.25; H 0.20; H 0.43; H 0.28; H 0.46; H 0.39; H 0.40; H 0.21; N -0.58; O -0.60; H 0.26; H 0.40; Sn 1.29; H 0.32; H 0.30; H 0.48; C 0.86; C -0.60; O -0.62; H 0.46; C -0.64; O -0.35; O -0.17

=====

Record 3
The following is a DFT calculation (ωB97M-V with the def2-TZVPD basis set) of a structure of composition C10H26N6O14 in a non-equilibrium geometry.

The geometry in ORCA input format:
```
! RIJCOSX wB97M-V def2-TZVPD def2/J DEFGRID3
* xyz 0 1
C -4.454 2.167 2.105
O -2.711 -1.872 1.071
N -2.383 -2.105 -0.125
H -4.043 2.084 3.111
H 2.481 -0.001 -4.267
H 0.415 1.214 0.256
C -0.159 1.275 2.742
H -1.065 1.379 -0.341
O -1.949 -3.204 -0.456
O -3.700 0.842 0.177
N 2.221 -1.890 2.673
H 0.162 0.845 3.690
H -5.379 1.604 1.977
N -0.225 -0.464 -0.741
C -2.492 -1.034 -1.177
H 0.621 -2.803 -0.408
H 1.671 0.492 -0.825
H 4.053 0.407 -3.771
C -1.342 3.542 -0.689
H -0.766 3.346 -1.594
H 3.833 -2.248 1.254
H 2.136 -2.020 0.551
C -3.445 1.674 1.052
C 3.179 -0.157 -3.445
H 3.413 -1.219 -3.374
H -0.250 2.422 0.702
O -0.974 0.094 -1.462
N 1.858 -2.735 -1.976
O 0.851 2.808 1.405
H 0.198 -3.848 -1.862
O 1.984 1.008 1.748
H 1.406 -4.358 -0.644
H -0.613 0.513 2.108
C -1.226 2.289 0.236
H 1.414 -0.309 0.649
H -4.720 3.180 1.802
C 0.889 0.297 -0.091
N 0.988 1.739 1.947
O 1.411 0.769 -2.218
H -3.396 -1.261 -1.742
H -1.619 -1.141 -1.821
C 0.963 -3.509 -1.164
O -0.454 -1.587 -0.337
O 2.878 -2.410 3.582
O 1.980 -2.966 -3.186
O -2.173 2.236 1.232
H -1.117 4.487 -0.196
H -2.398 3.693 -0.912
N 2.543 0.366 -2.168
O 3.261 0.100 -1.182
C 2.855 -1.773 1.332
H -2.400 -0.042 -0.734
O 1.083 -1.508 2.836
H 3.042 -0.699 1.344
O 2.503 -1.834 -1.462
H -0.841 2.124 2.792
*
```

The calculation puts the frontier orbital gap at 8.43 eV. The lowest unoccupied orbital energy comes out at -0.760 eV. As for the HOMO energy: -9.186 eV. The energy is -1777.44399 Ha. The largest force on an atom is 10.7 eV Å⁻¹.

Computed Mulliken charges, given in elementary charges: C -1.22; O -0.62; N 1.28; H 0.32; H 0.37; H -0.30; C -0.77; H -0.68; O -0.75; O -0.58; N 1.10; H 0.28; H 0.37; N 2.21; C -1.12; H 0.14; H 0.27; H 0.29; C -1.73; H 0.33; H 0.39; H 0.40; C 0.76; C -0.83; H 0.28; H -1.10; O -0.64; N 1.07; O -0.48; H 0.37; O -0.57; H 0.23; H 0.27; C 2.44; H -1.49; H 0.32; C 1.38; N 0.80; O -0.50; H 0.21; H 0.39; C -0.66; O -0.90; O -0.65; O -0.65; O -0.27; H 0.35; H 0.44; N 0.79; O -0.48; C -1.31; H 0.58; O -0.54; H 0.46; O -0.47; H 0.42

=====

Record 4
The following is a DFT calculation (ωB97M-V with the def2-TZVPD basis set) of a structure of composition C10H27AgO6S3 in a non-equilibrium geometry.

The geometry in ORCA input format:
```
! RIJCOSX wB97M-V def2-TZVPD def2/J DEFGRID3
* xyz -2 1
H 1.502 -0.388 -4.088
H -0.165 -0.208 -3.417
S -2.459 3.287 2.576
Ag 0.058 1.667 0.022
O 1.633 1.232 -1.858
H 2.918 -4.145 -1.687
H -0.947 2.467 4.021
C 3.616 -3.483 -1.176
H 0.297 0.671 -4.898
H -3.389 -1.442 -0.101
H 1.645 -2.192 0.295
H -0.927 4.101 4.379
H -3.743 1.527 3.497
C -3.097 1.520 2.619
H 0.896 -2.713 -1.095
H 4.624 -3.588 -1.575
C 2.003 0.081 2.617
H -2.383 0.697 2.624
H 1.773 0.583 3.557
C -1.636 3.292 4.203
C 1.082 1.462 -3.086
C 0.654 0.281 -3.945
H 3.329 -1.659 2.091
C -4.199 0.085 -2.464
C 3.373 -0.726 2.652
H 0.218 2.119 -2.988
H -4.875 0.255 -1.626
H -4.568 -0.853 -2.878
S 3.122 -1.812 -1.581
O 1.638 0.983 1.566
H -2.733 -2.300 -1.526
H -4.309 0.828 -3.255
C -2.585 -1.469 -0.836
H 1.174 -0.623 2.693
C 1.497 -1.876 -0.737
H 3.405 -1.052 3.692
H -2.234 3.054 5.083
O -2.066 1.184 -1.007
O 4.218 -0.910 -1.043
S -2.476 0.018 -1.914
O 4.602 -0.060 2.249
O -1.315 3.113 1.527
H 0.842 -1.005 -0.738
H 3.572 -3.749 -0.120
H -3.703 1.278 1.745
H 1.733 2.069 -3.716
H -1.617 -1.600 -0.352
*
```

The calculation puts the frontier orbital gap at 1.75 eV. The lowest unoccupied orbital energy comes out at 3.429 eV. As for the HOMO energy: 1.677 eV. The energy is -2189.76561 Ha. The largest force on an atom is 4.0 eV Å⁻¹.

Computed Mulliken charges, given in elementary charges: H 0.24; H -0.04; S 0.31; Ag 0.77; O -0.68; H 0.33; H 0.16; C -1.02; H 0.42; H 0.34; H 0.36; H 0.33; H 0.41; C -0.87; H 0.38; H 0.31; C -0.98; H 0.27; H 0.40; C -0.76; C -0.45; C -0.72; H -0.23; C -1.10; C -0.01; H 0.12; H 0.30; H 0.37; S 0.53; O -0.51; H 0.39; H 0.32; C -0.94; H 0.23; C -0.56; H 0.31; H 0.34; O -0.57; O -0.52; S 0.56; O -0.99; O -0.45; H -0.18; H 0.30; H 0.23; H 0.34; H 0.22

=====

Please write out number 2 again, unchanged.
The following is a DFT calculation (ωB97M-V with the def2-TZVPD basis set) of a structure of composition C10H26N3O10PSn in a non-equilibrium geometry.

The geometry in ORCA input format:
```
! RIJCOSX wB97M-V def2-TZVPD def2/J DEFGRID3
* xyz -1 2
C 0.909 -3.084 3.077
C 1.857 -1.226 -0.035
H -1.577 1.257 -4.703
C 5.098 2.731 0.235
H -2.845 0.140 -5.201
H -1.749 -1.589 -3.799
O -1.624 1.645 4.940
H -0.550 -0.820 -2.921
C -1.606 -1.081 -2.845
H 1.142 -1.655 -0.737
O -0.081 2.282 3.591
P -3.973 2.285 1.018
C -2.519 0.801 -4.397
H -1.348 -3.576 -2.668
N -0.828 1.372 4.044
H -3.004 -3.114 -2.349
H -2.054 -3.794 -1.056
C 2.021 0.900 1.313
O -1.733 -1.797 -1.586
H -2.915 1.335 -1.463
H 5.797 1.953 0.542
H 1.893 0.448 2.296
N 1.299 0.111 0.194
O -5.379 2.177 1.693
O -2.938 2.017 2.117
C -2.002 -3.130 -1.919
H -3.523 -0.109 -2.775
O -3.799 1.336 -0.205
H 5.368 3.225 -0.698
H 1.699 0.532 -0.633
H 2.619 -3.056 0.944
H -0.035 -3.451 3.479
H 3.965 1.239 1.958
H 2.520 -1.608 1.991
H 2.877 -1.244 -0.419
H -2.261 2.057 -2.642
N -2.139 1.214 -2.099
O -3.816 3.769 0.599
H 3.847 0.283 0.508
H 1.526 -3.979 3.002
Sn -1.560 -0.172 0.904
H 1.353 -2.464 3.856
H 5.035 3.423 1.074
H 1.340 1.743 1.425
C -2.488 0.133 -3.016
C 2.007 -2.204 1.236
O -0.720 0.152 3.730
H -3.124 1.707 -4.415
C 3.486 1.197 0.980
O 3.750 2.284 0.071
O 0.780 -2.594 1.760
*
```

The calculation puts the frontier orbital gap (alpha / beta) at 6.63 / 6.27 eV. The lowest unoccupied orbital energy (alpha / beta) comes out at 1.377 / 1.372 eV. As for the HOMO energy (alpha / beta): -5.255 / -4.902 eV. The energy is -1868.75686 Ha. The largest force on an atom is 3.3 eV Å⁻¹.

Computed Mulliken charges, given in elementary charges: C -0.90; C -0.78; H 0.41; C -0.76; H 0.41; H 0.42; O -0.64; H 0.21; C -0.94; H 0.22; O -0.60; P 0.58; C -1.74; H 0.35; N 0.99; H 0.36; H 0.26; C -0.68; O 0.04; H 0.29; H 0.32; H 0.41; N -0.12; O -0.59; O -0.42; C -1.05; H 0.14; O -0.63; H 0.25; H 0.20; H 0.43; H 0.28; H 0.46; H 0.39; H 0.40; H 0.21; N -0.58; O -0.60; H 0.26; H 0.40; Sn 1.29; H 0.32; H 0.30; H 0.48; C 0.86; C -0.60; O -0.62; H 0.46; C -0.64; O -0.35; O -0.17

=====

> energy of number 1 (C10H26F2MnN2O3)?

-2082.49936 Ha

=====

What did the fourth record say?
The following is a DFT calculation (ωB97M-V with the def2-TZVPD basis set) of a structure of composition C10H27AgO6S3 in a non-equilibrium geometry.

The geometry in ORCA input format:
```
! RIJCOSX wB97M-V def2-TZVPD def2/J DEFGRID3
* xyz -2 1
H 1.502 -0.388 -4.088
H -0.165 -0.208 -3.417
S -2.459 3.287 2.576
Ag 0.058 1.667 0.022
O 1.633 1.232 -1.858
H 2.918 -4.145 -1.687
H -0.947 2.467 4.021
C 3.616 -3.483 -1.176
H 0.297 0.671 -4.898
H -3.389 -1.442 -0.101
H 1.645 -2.192 0.295
H -0.927 4.101 4.379
H -3.743 1.527 3.497
C -3.097 1.520 2.619
H 0.896 -2.713 -1.095
H 4.624 -3.588 -1.575
C 2.003 0.081 2.617
H -2.383 0.697 2.624
H 1.773 0.583 3.557
C -1.636 3.292 4.203
C 1.082 1.462 -3.086
C 0.654 0.281 -3.945
H 3.329 -1.659 2.091
C -4.199 0.085 -2.464
C 3.373 -0.726 2.652
H 0.218 2.119 -2.988
H -4.875 0.255 -1.626
H -4.568 -0.853 -2.878
S 3.122 -1.812 -1.581
O 1.638 0.983 1.566
H -2.733 -2.300 -1.526
H -4.309 0.828 -3.255
C -2.585 -1.469 -0.836
H 1.174 -0.623 2.693
C 1.497 -1.876 -0.737
H 3.405 -1.052 3.692
H -2.234 3.054 5.083
O -2.066 1.184 -1.007
O 4.218 -0.910 -1.043
S -2.476 0.018 -1.914
O 4.602 -0.060 2.249
O -1.315 3.113 1.527
H 0.842 -1.005 -0.738
H 3.572 -3.749 -0.120
H -3.703 1.278 1.745
H 1.733 2.069 -3.716
H -1.617 -1.600 -0.352
*
```

The calculation puts the frontier orbital gap at 1.75 eV. The lowest unoccupied orbital energy comes out at 3.429 eV. As for the HOMO energy: 1.677 eV. The energy is -2189.76561 Ha. The largest force on an atom is 4.0 eV Å⁻¹.

Computed Mulliken charges, given in elementary charges: H 0.24; H -0.04; S 0.31; Ag 0.77; O -0.68; H 0.33; H 0.16; C -1.02; H 0.42; H 0.34; H 0.36; H 0.33; H 0.41; C -0.87; H 0.38; H 0.31; C -0.98; H 0.27; H 0.40; C -0.76; C -0.45; C -0.72; H -0.23; C -1.10; C -0.01; H 0.12; H 0.30; H 0.37; S 0.53; O -0.51; H 0.39; H 0.32; C -0.94; H 0.23; C -0.56; H 0.31; H 0.34; O -0.57; O -0.52; S 0.56; O -0.99; O -0.45; H -0.18; H 0.30; H 0.23; H 0.34; H 0.22

=====

Please write out number 3 again, unchanged.
The following is a DFT calculation (ωB97M-V with the def2-TZVPD basis set) of a structure of composition C10H26N6O14 in a non-equilibrium geometry.

The geometry in ORCA input format:
```
! RIJCOSX wB97M-V def2-TZVPD def2/J DEFGRID3
* xyz 0 1
C -4.454 2.167 2.105
O -2.711 -1.872 1.071
N -2.383 -2.105 -0.125
H -4.043 2.084 3.111
H 2.481 -0.001 -4.267
H 0.415 1.214 0.256
C -0.159 1.275 2.742
H -1.065 1.379 -0.341
O -1.949 -3.204 -0.456
O -3.700 0.842 0.177
N 2.221 -1.890 2.673
H 0.162 0.845 3.690
H -5.379 1.604 1.977
N -0.225 -0.464 -0.741
C -2.492 -1.034 -1.177
H 0.621 -2.803 -0.408
H 1.671 0.492 -0.825
H 4.053 0.407 -3.771
C -1.342 3.542 -0.689
H -0.766 3.346 -1.594
H 3.833 -2.248 1.254
H 2.136 -2.020 0.551
C -3.445 1.674 1.052
C 3.179 -0.157 -3.445
H 3.413 -1.219 -3.374
H -0.250 2.422 0.702
O -0.974 0.094 -1.462
N 1.858 -2.735 -1.976
O 0.851 2.808 1.405
H 0.198 -3.848 -1.862
O 1.984 1.008 1.748
H 1.406 -4.358 -0.644
H -0.613 0.513 2.108
C -1.226 2.289 0.236
H 1.414 -0.309 0.649
H -4.720 3.180 1.802
C 0.889 0.297 -0.091
N 0.988 1.739 1.947
O 1.411 0.769 -2.218
H -3.396 -1.261 -1.742
H -1.619 -1.141 -1.821
C 0.963 -3.509 -1.164
O -0.454 -1.587 -0.337
O 2.878 -2.410 3.582
O 1.980 -2.966 -3.186
O -2.173 2.236 1.232
H -1.117 4.487 -0.196
H -2.398 3.693 -0.912
N 2.543 0.366 -2.168
O 3.261 0.100 -1.182
C 2.855 -1.773 1.332
H -2.400 -0.042 -0.734
O 1.083 -1.508 2.836
H 3.042 -0.699 1.344
O 2.503 -1.834 -1.462
H -0.841 2.124 2.792
*
```

The calculation puts the frontier orbital gap at 8.43 eV. The lowest unoccupied orbital energy comes out at -0.760 eV. As for the HOMO energy: -9.186 eV. The energy is -1777.44399 Ha. The largest force on an atom is 10.7 eV Å⁻¹.

Computed Mulliken charges, given in elementary charges: C -1.22; O -0.62; N 1.28; H 0.32; H 0.37; H -0.30; C -0.77; H -0.68; O -0.75; O -0.58; N 1.10; H 0.28; H 0.37; N 2.21; C -1.12; H 0.14; H 0.27; H 0.29; C -1.73; H 0.33; H 0.39; H 0.40; C 0.76; C -0.83; H 0.28; H -1.10; O -0.64; N 1.07; O -0.48; H 0.37; O -0.57; H 0.23; H 0.27; C 2.44; H -1.49; H 0.32; C 1.38; N 0.80; O -0.50; H 0.21; H 0.39; C -0.66; O -0.90; O -0.65; O -0.65; O -0.27; H 0.35; H 0.44; N 0.79; O -0.48; C -1.31; H 0.58; O -0.54; H 0.46; O -0.47; H 0.42